(1)
C4H10N2O | wB97M-V/def2-TZVPD

Results
Total charge ... 0
Molecular weight ... 102.14 g mol⁻¹
Relative energy (zero: lowest compared OMol25 entry of this formula, charge and spin) ... 487.1 kJ/mol
E_HOMO ... -7.07 eV
Frontier orbital gap ... 0.287 hartree

Each line ends with the Löwdin charge.
CARTESIAN COORDINATES (ANGSTROEM)
C: -1.8409 0.1699 -0.2217  -0.231
C: 1.7008 -0.7733 0.6277  -0.039
N: -0.2254 -0.7216 -1.7094  -0.031
N: -0.5703 -0.5970 -0.3475  -0.241
C: 0.6494 0.1284 0.0545  -0.356
C: 0.7479 1.4727 0.0549  0.032
O: -2.0449 0.5724 1.0854  -0.024
H: -1.3717 1.2375 1.3107  0.084
H: 0.3994 -1.5239 -1.8019  -0.002
H: -0.6596 -1.4652 0.2211  0.183
H: -2.6507 -0.4999 -0.5163  0.135
H: -1.7805 0.9881 -0.9443  0.122
H: 1.3676 -1.1827 1.5836  0.086
H: 1.9207 -1.6100 -0.0353  0.079
H: 2.6294 -0.2312 0.7855  0.083
H: 1.6975 1.9250 0.2851  0.058
H: 0.0314 2.1108 -0.4322  0.061

***

(2)
C4H10N2O | wB97M-V/def2-TZVPD

Results
Total charge ... 0
Molecular weight ... 102.14 g mol⁻¹
Relative energy (zero: lowest compared OMol25 entry of this formula, charge and spin) ... 491.0 kJ/mol
E_HOMO ... -7.42 eV
Frontier orbital gap ... 0.295 hartree

Each line ends with the Löwdin charge.
CARTESIAN COORDINATES (ANGSTROEM)
C: 2.3627 0.3324 0.3643  -0.085
C: -1.5642 -1.3967 0.4175  -0.046
N: 1.1532 -0.1843 0.5155  -0.021
C: 0.0208 0.5199 0.0627  -0.347
C: -1.2194 0.0040 0.0029  -0.329
N: -2.3131 0.8422 -0.2632  0.091
O: 0.2743 1.8161 -0.2804  0.031
H: 1.2409 1.9253 -0.1378  0.073
H: 0.9536 -1.0787 0.9543  0.139
H: -3.0196 0.4188 -0.8496  0.083
H: -2.0300 1.7469 -0.6142  0.080
H: 3.1244 -0.0202 -1.5877  0.076
H: 3.1376 -0.2429 0.8775  0.043
H: 2.8829 0.6103 -1.0222  -0.024
H: -0.8327 -2.1263 0.0697  0.075
H: -1.6484 -1.4787 1.5028  0.085
H: -2.5230 -1.6880 -0.0120  0.075

***

(3)
C4H10N2O | wB97M-V/def2-TZVPD

Results
Total charge ... 0
Molecular weight ... 102.14 g mol⁻¹
Relative energy (zero: lowest compared OMol25 entry of this formula, charge and spin) ... 119.0 kJ/mol
E_HOMO ... -9.39 eV
SMILES string ... NCCCNC=O
Frontier orbital gap ... 0.377 hartree

Each line ends with the Löwdin charge.
CARTESIAN COORDINATES (ANGSTROEM)
N: 1.1676 -0.7124 2.4345  -0.002
C: 1.6679 -0.7861 1.0670  -0.270
C: 0.6076 -1.4285 0.1139  -0.198
C: -0.6754 -0.6173 0.0767  -0.213
N: -0.4925 0.6267 -0.6629  0.024
C: -1.3248 1.0547 -1.6555  -0.362
O: -1.4092 2.2278 -1.9704  0.004
H: 1.7665 -1.1929 3.0725  0.056
H: 1.0023 0.2142 2.7696  0.059
H: 1.9092 0.1868 0.6444  0.100
H: 2.4793 -1.5134 1.0678  0.105
H: 1.0099 -1.5840 -0.8918  0.106
H: 0.4707 -2.4702 0.4257  0.105
H: -0.9850 -0.3853 1.0973  0.108
H: -1.5276 -1.1661 -0.3268  0.115
H: -0.1445 1.4365 -0.1842  0.131
H: -1.9211 0.2977 -2.1830  0.132

***

Question: Which value of E_HOMO does entry 2 give?
Answer: -7.42 eV

***

Question: What is the formula in the third record?
Answer: C4H10N2O